Version P
This record from the OMol25 dataset describes C39H50N12O4PS2ScSi as an isolated structure. The level of theory is wB97M-V/def2-TZVPD.

Geometry (Å):
1 Sc 0.584 0.903 -0.371
2 N -1.671 2.504 3.145
3 C -0.600 1.813 2.730
4 N -0.598 1.774 1.413
5 C -1.692 2.509 1.077
6 N -2.389 2.967 2.092
7 C -2.007 2.726 -0.335
8 C -3.111 3.442 -0.787
9 N -3.344 3.590 -2.084
10 C -2.464 3.045 -2.928
11 C -1.359 2.327 -2.497
12 N -1.148 2.166 -1.192
13 H -1.871 2.831 4.074
14 H 0.125 1.364 3.382
15 H -3.797 3.895 -0.084
16 H -2.647 3.172 -3.988
17 H -0.642 1.863 -3.166
18 S 1.838 3.683 3.164
19 C 0.677 4.590 2.265
20 C -0.213 5.428 2.963
21 C -1.212 6.165 2.348
22 C -2.099 6.947 3.159
23 N -2.797 7.566 3.835
24 C -1.336 6.128 0.952
25 C -0.451 5.328 0.235
26 C 0.524 4.534 0.838
27 S 1.512 3.519 -0.186
28 C -2.358 6.857 0.271
29 N -3.184 7.445 -0.277
30 H -0.105 5.484 4.040
31 H -0.524 5.306 -0.846
32 O 0.689 0.038 -2.081
33 C 1.413 -0.073 -3.230
34 C 2.593 0.587 -3.409
35 C 3.309 0.609 -4.668
36 C 4.359 1.464 -4.868
37 C 4.874 2.342 -3.914
38 C 4.294 2.217 -2.640
39 C 3.278 1.343 -2.374
40 O 2.911 1.094 -1.034
41 N 4.985 1.457 -6.205
42 O 4.603 0.654 -7.044
43 O 5.878 2.261 -6.429
44 H 0.995 -0.708 -4.008
45 H 2.974 -0.026 -5.475
46 H 5.672 3.030 -4.132
47 H 4.680 2.820 -1.830
48 C 3.050 0.265 1.598
49 Si 4.072 0.901 0.182
50 C 4.970 2.446 0.702
51 C 5.283 -0.381 -0.441
52 H 3.637 -0.381 2.255
53 H 2.219 -0.347 1.233
54 H 2.671 1.106 2.187
55 H 5.390 2.293 1.699
56 H 4.256 3.270 0.773
57 H 5.780 2.711 0.024
58 H 6.066 -0.577 0.292
59 H 5.751 -0.040 -1.366
60 H 4.763 -1.317 -0.655
61 N 0.104 -0.923 0.533
62 P -0.842 -2.113 0.452
63 N -0.249 -3.346 -0.514
64 C -0.869 -4.645 -0.721
65 C 0.193 -5.692 -1.037
66 C 0.895 -5.361 -2.359
67 C 0.999 -3.839 -2.553
68 C 1.021 -3.119 -1.214
69 N -1.144 -2.951 1.921
70 C 0.002 -3.744 2.394
71 C -0.138 -4.079 3.884
72 C -1.610 -4.228 4.245
73 C -2.302 -2.870 4.075
74 C -1.615 -2.058 2.972
75 N -2.438 -1.804 -0.050
76 C -3.502 -2.797 0.085
77 C -4.756 -2.312 -0.634
78 C -5.329 -1.051 0.028
79 C -4.193 -0.206 0.623
80 C -2.908 -0.432 -0.162
81 H -1.587 -4.622 -1.557
82 H -1.433 -4.928 0.172
83 H -0.266 -6.684 -1.077
84 H 0.918 -5.708 -0.219
85 H 0.343 -5.808 -3.191
86 H 1.891 -5.813 -2.368
87 H 0.144 -3.466 -3.120
88 H 1.891 -3.572 -3.121
89 H 1.150 -2.049 -1.353
90 H 1.866 -3.483 -0.611
91 H 0.950 -3.218 2.215
92 H 0.033 -4.677 1.825
93 H 0.305 -3.289 4.496
94 H 0.422 -4.993 4.100
95 H -1.735 -4.604 5.264
96 H -2.064 -4.960 3.573
97 H -2.259 -2.306 5.012
98 H -3.358 -3.014 3.835
99 H -0.781 -1.463 3.370
100 H -2.309 -1.338 2.538
101 H -3.731 -2.998 1.144
102 H -3.188 -3.746 -0.349
103 H -5.499 -3.114 -0.661
104 H -4.485 -2.098 -1.671
105 H -6.037 -1.328 0.814
106 H -5.888 -0.471 -0.710
107 H -4.023 -0.502 1.661
108 H -4.447 0.855 0.637
109 H -2.110 0.204 0.208
110 H -3.079 -0.163 -1.216

Its net charge is -2.

---

Version Q
This record from the OMol25 dataset describes C39H50N12O4PS2ScSi as an isolated structure. The level of theory is wB97M-V/def2-TZVPD.

Geometry (Å):
1 Sc 0.965 -0.242 -0.340
2 N 2.836 0.287 3.523
3 C 1.757 0.496 2.767
4 N 1.830 -0.280 1.708
5 C 3.051 -0.890 1.833
6 N 3.692 -0.581 2.926
7 C 3.574 -1.765 0.778
8 C 4.728 -2.521 0.959
9 N 5.257 -3.239 -0.022
10 C 4.624 -3.180 -1.194
11 C 3.465 -2.448 -1.370
12 N 2.917 -1.758 -0.377
13 H 3.159 0.838 4.300
14 H 0.910 1.093 3.057
15 H 5.221 -2.529 1.924
16 H 5.050 -3.747 -2.011
17 H 2.939 -2.438 -2.317
18 S 2.351 3.165 1.431
19 C 3.831 2.321 1.123
20 C 4.886 2.451 2.049
21 C 6.090 1.779 1.929
22 C 7.115 1.972 2.924
23 N 7.927 2.149 3.721
24 C 6.298 0.932 0.832
25 C 5.287 0.809 -0.116
26 C 4.065 1.480 -0.017
27 S 2.900 1.222 -1.311
28 C 7.527 0.200 0.676
29 N 8.511 -0.384 0.543
30 H 4.737 3.116 2.889
31 H 5.443 0.156 -0.967
32 O 0.332 -1.033 -1.993
33 C 0.187 -2.228 -2.543
34 C 0.455 -3.455 -1.884
35 C 0.600 -4.614 -2.661
36 C 1.127 -5.799 -2.136
37 C 1.567 -5.833 -0.794
38 C 1.326 -4.719 -0.001
39 C 0.736 -3.572 -0.493
40 O 0.294 -2.560 0.407
41 N 1.255 -6.917 -2.953
42 O 0.875 -6.850 -4.171
43 O 1.771 -7.970 -2.455
44 H -0.103 -2.263 -3.591
45 H 0.358 -4.586 -3.714
46 H 2.044 -6.720 -0.410
47 H 1.621 -4.743 1.046
48 C -1.513 -4.479 1.638
49 Si -0.415 -2.990 1.873
50 C -1.447 -1.537 2.413
51 C 0.850 -3.428 3.190
52 H -1.863 -4.832 2.615
53 H -0.990 -5.300 1.145
54 H -2.391 -4.230 1.034
55 H -2.499 -1.712 2.169
56 H -1.141 -0.623 1.894
57 H -1.372 -1.374 3.493
58 H 0.532 -3.049 4.165
59 H 1.836 -3.009 2.984
60 H 0.964 -4.512 3.272
61 N -0.782 0.694 0.156
62 P -1.859 1.571 -0.476
63 N -3.050 0.678 -1.257
64 C -4.261 1.197 -1.879
65 C -5.388 0.171 -1.797
66 C -5.026 -1.099 -2.583
67 C -3.514 -1.380 -2.494
68 C -2.942 -0.791 -1.215
69 N -2.804 2.471 0.636
70 C -3.755 1.696 1.436
71 C -4.374 2.583 2.535
72 C -4.291 4.055 2.133
73 C -2.815 4.472 2.053
74 C -1.972 3.306 1.513
75 N -1.389 2.799 -1.526
76 C -2.306 3.827 -2.017
77 C -1.648 4.627 -3.134
78 C -0.452 5.434 -2.609
79 C 0.211 4.686 -1.440
80 C 0.037 3.185 -1.604
81 H -4.095 1.433 -2.941
82 H -4.560 2.122 -1.380
83 H -6.310 0.615 -2.180
84 H -5.561 -0.078 -0.747
85 H -5.325 -0.982 -3.629
86 H -5.589 -1.946 -2.183
87 H -2.990 -0.921 -3.337
88 H -3.312 -2.451 -2.533
89 H -1.896 -1.053 -1.100
90 H -3.481 -1.208 -0.349
91 H -3.271 0.821 1.895
92 H -4.539 1.327 0.774
93 H -3.834 2.447 3.476
94 H -5.409 2.282 2.712
95 H -4.832 4.684 2.844
96 H -4.762 4.180 1.156
97 H -2.454 4.749 3.047
98 H -2.709 5.349 1.410
99 H -1.571 2.703 2.340
100 H -1.103 3.664 0.961
101 H -2.614 4.511 -1.210
102 H -3.209 3.374 -2.406
103 H -2.392 5.284 -3.593
104 H -1.317 3.924 -3.903
105 H -0.783 6.425 -2.282
106 H 0.269 5.586 -3.416
107 H -0.241 4.994 -0.493
108 H 1.276 4.908 -1.365
109 H 0.595 2.675 -0.827
110 H 0.464 2.874 -2.562

Its net charge is -2.

---

Question: of the structures shown, which is the least stable? Reply: version P.